{
  "formula": "C65H149N8O19",
  "method": "wB97M-V/def2-TZVPD",
  "total_energy_ha": -4432.49851,
  "spin_multiplicity": 1,
  "total_charge": 3,
  "species": ["O", "O", "O", "O", "O", "O", "O", "O", "O", "O", "O", "O", "O", "O", "O", "O", "O", "O", "O", "N", "N", "N", "N", "N", "N", "N", "N", "C", "C", "C", "C", "C", "C", "C", "C", "C", "C", "C", "C", "C", "C", "C", "C", "C", "C", "C", "C", "C", "C", "C", "C", "C", "C", "C", "C", "C", "C", "C", "C", "C", "C", "C", "C", "C", "C", "C", "C", "C", "C", "C", "C", "C", "C", "C", "C", "C", "C", "C", "C", "C", "C", "C", "C", "C", "C", "C", "C", "C", "C", "C", "C", "C", "H", "H", "H", "H", "H", "H", "H", "H", "H", "H", "H", "H", "H", "H", "H", "H", "H", "H", "H", "H", "H", "H", "H", "H", "H", "H", "H", "H", "H", "H", "H", "H", "H", "H", "H", "H", "H", "H", "H", "H", "H", "H", "H", "H", "H", "H", "H", "H", "H", "H", "H", "H", "H", "H", "H", "H", "H", "H", "H", "H", "H", "H", "H", "H", "H", "H", "H", "H", "H", "H", "H", "H", "H", "H", "H", "H", "H", "H", "H", "H", "H", "H", "H", "H", "H", "H", "H", "H", "H", "H", "H", "H", "H", "H", "H", "H", "H", "H", "H", "H", "H", "H", "H", "H", "H", "H", "H", "H", "H", "H", "H", "H", "H", "H", "H", "H", "H", "H", "H", "H", "H", "H", "H", "H", "H", "H", "H", "H", "H", "H", "H", "H", "H", "H", "H", "H", "H", "H", "H", "H", "H", "H", "H", "H", "H", "H", "H", "H", "H"],
  "coordinates": [[13.51, 19.10, 14.54], [13.17, 15.85, 10.03], [16.72, 22.67, 15.51], [15.15, 19.86, 13.05], [26.42, 16.25, 12.75], [21.01, 30.56, 18.50], [16.81, 24.76, 19.05], [23.58, 22.01, 12.41], [23.14, 17.56, 15.99], [21.46, 17.24, 10.11], [20.08, 17.66, 11.78], [18.62, 21.96, 16.36], [22.95, 15.39, 15.30], [22.18, 18.59, 11.79], [17.08, 20.42, 15.83], [24.31, 21.36, 14.45], [22.63, 15.93, 17.44], [14.55, 21.11, 14.81], [24.72, 23.35, 13.79], [22.56, 20.19, 17.99], [10.66, 22.18, 15.23], [20.27, 14.23, 13.33], [24.04, 18.82, 13.84], [18.20, 20.60, 11.42], [18.82, 26.71, 20.24], [21.94, 33.73, 17.28], [13.38, 17.41, 12.19], [21.63, 14.75, 12.68], [17.49, 19.76, 9.13], [17.61, 19.48, 10.65], [26.53, 18.95, 14.07], [25.01, 19.77, 18.70], [24.17, 22.12, 13.44], [17.50, 26.50, 20.73], [8.47, 23.23, 14.35], [19.99, 14.81, 14.72], [15.95, 24.30, 12.25], [21.86, 32.59, 18.26], [17.53, 21.72, 15.99], [19.14, 13.76, 11.07], [17.15, 18.45, 8.37], [17.04, 25.05, 20.45], [20.44, 12.74, 13.53], [14.46, 20.02, 14.10], [20.73, 18.66, 18.36], [12.14, 23.24, 13.64], [25.24, 16.88, 13.18], [18.04, 23.02, 12.05], [19.82, 16.29, 14.77], [14.30, 15.57, 10.81], [20.58, 21.07, 12.20], [22.22, 18.91, 18.66], [22.31, 21.41, 18.79], [21.06, 31.51, 17.53], [17.85, 14.16, 10.38], [16.40, 27.50, 20.28], [17.34, 24.42, 11.84], [21.20, 17.93, 11.32], [11.80, 22.47, 16.25], [13.00, 14.99, 13.03], [11.28, 22.02, 13.89], [13.49, 15.82, 8.66], [20.63, 23.00, 19.80], [19.15, 14.48, 12.40], [18.40, 20.08, 12.87], [20.61, 19.21, 16.87], [17.29, 16.02, 15.10], [22.45, 13.44, 12.55], [21.65, 20.30, 16.71], [24.01, 20.14, 17.60], [10.20, 20.85, 15.73], [19.77, 20.62, 13.44], [7.69, 24.51, 14.49], [20.61, 24.06, 18.70], [16.28, 23.44, 18.91], [26.51, 16.01, 11.38], [19.67, 20.78, 11.04], [22.96, 16.32, 16.09], [12.84, 23.04, 12.27], [9.60, 23.19, 15.37], [10.27, 20.86, 17.23], [8.46, 25.53, 13.68], [20.45, 29.29, 18.11], [13.94, 15.99, 12.32], [26.41, 19.92, 18.04], [17.38, 21.86, 11.25], [11.27, 21.95, 17.58], [21.20, 33.11, 19.53], [25.36, 18.38, 13.29], [21.47, 12.28, 12.58], [20.86, 21.58, 19.32], [18.38, 16.81, 14.45], [19.58, 29.45, 17.49], [12.81, 23.26, 14.46], [22.23, 20.28, 15.80], [18.07, 17.83, 8.29], [18.29, 18.71, 10.94], [18.33, 17.84, 14.72], [22.29, 17.71, 9.82], [25.45, 18.80, 12.25], [20.58, 20.92, 20.17], [19.13, 14.25, 15.18], [23.23, 18.67, 13.18], [19.70, 23.03, 20.26], [22.54, 34.48, 17.64], [21.18, 28.60, 17.62], [25.00, 20.45, 19.52], [20.96, 12.17, 11.59], [20.15, 33.44, 19.42], [16.58, 19.38, 10.98], [27.52, 15.66, 11.10], [23.06, 13.39, 11.64], [10.65, 21.85, 13.09], [11.91, 23.52, 16.28], [9.19, 20.57, 15.38], [19.72, 21.44, 10.17], [21.27, 32.34, 20.31], [27.38, 19.28, 13.48], [20.07, 28.78, 18.93], [16.40, 28.54, 20.74], [20.99, 34.13, 17.20], [20.20, 19.75, 13.86], [26.26, 19.69, 14.79], [16.83, 18.64, 7.33], [17.59, 26.54, 21.82], [24.40, 23.94, 12.96], [17.91, 24.46, 20.73], [7.86, 22.34, 14.43], [16.98, 13.98, 10.95], [9.09, 23.14, 16.32], [21.40, 15.17, 11.69], [22.82, 18.11, 18.22], [19.11, 12.69, 11.18], [21.75, 33.91, 20.04], [18.48, 19.07, 12.81], [20.10, 21.34, 18.57], [22.37, 33.47, 16.41], [17.22, 22.10, 10.19], [11.88, 21.14, 13.91], [9.56, 25.50, 13.93], [19.71, 23.98, 18.06], [17.56, 24.75, 10.82], [16.42, 16.59, 15.36], [17.91, 22.79, 13.07], [12.60, 15.87, 8.04], [25.66, 15.29, 11.09], [20.76, 22.13, 12.36], [21.16, 21.25, 16.81], [17.76, 13.63, 9.43], [20.78, 25.04, 19.13], [13.76, 23.53, 12.06], [16.10, 24.86, 20.99], [15.94, 22.21, 15.16], [12.20, 23.32, 11.39], [13.60, 14.02, 13.15], [22.15, 15.49, 13.24], [18.40, 20.23, 8.69], [24.44, 16.59, 12.55], [26.44, 16.93, 10.85], [7.62, 24.78, 15.56], [24.86, 18.72, 19.16], [19.31, 27.57, 20.52], [15.27, 25.17, 12.05], [15.25, 16.05, 10.50], [19.48, 12.33, 13.41], [17.84, 25.19, 12.45], [8.26, 25.31, 12.60], [23.74, 18.27, 14.69], [14.91, 16.14, 12.83], [24.13, 19.83, 14.03], [20.50, 16.79, 14.12], [19.67, 21.42, 14.09], [12.99, 8.96, 6.39], [6.64, 24.36, 14.20], [8.94, 23.17, 13.38], [21.67, 31.20, 16.65], [22.55, 19.07, 19.70], [10.92, 20.10, 15.33], [24.20, 21.13, 17.11], [13.08, 21.96, 12.20], [20.04, 31.88, 17.20], [15.45, 23.49, 11.62], [20.07, 19.12, 19.04], [14.10, 16.67, 8.36], [18.22, 14.27, 12.86], [20.04, 13.97, 10.46], [12.16, 21.65, 18.23], [17.60, 15.61, 16.07], [18.84, 26.51, 19.23], [13.45, 18.39, 13.80], [15.41, 27.11, 20.40], [19.07, 15.57, 12.21], [10.10, 24.15, 15.38], [26.49, 19.45, 17.05], [26.97, 18.06, 14.64], [17.85, 15.28, 10.19], [22.52, 22.20, 18.10], [16.54, 27.70, 19.20], [14.46, 14.49, 10.85], [12.79, 17.51, 11.39], [8.16, 26.59, 13.73], [20.91, 14.56, 15.21], [14.13, 14.90, 8.43], [21.31, 23.24, 20.61], [14.15, 18.05, 12.10], [16.27, 18.02, 8.88], [27.28, 19.59, 18.64], [15.74, 24.01, 13.27], [21.93, 11.32, 12.88], [19.12, 23.13, 11.82], [20.51, 17.62, 18.25], [10.84, 22.79, 18.20], [24.01, 19.39, 16.84], [12.65, 15.24, 14.01], [12.71, 21.93, 15.79], [16.13, 20.61, 15.56], [23.15, 13.42, 13.41], [21.42, 23.95, 18.02], [16.46, 21.65, 11.71], [11.64, 24.22, 13.65], [20.81, 18.34, 16.23], [20.00, 19.91, 10.56], [20.84, 12.55, 14.55], [16.71, 20.50, 8.96], [22.85, 32.18, 18.47], [12.11, 14.78, 12.39], [20.08, 16.57, 15.83], [16.99, 22.67, 18.79], [23.06, 21.38, 19.52], [15.60, 23.09, 19.72], [17.48, 20.27, 13.48], [21.46, 20.54, 12.13], [26.55, 20.96, 17.87], [18.31, 16.82, 13.36], [9.27, 21.07, 17.69], [16.85, 15.22, 14.48], [25.20, 16.46, 14.19], [10.60, 19.85, 17.55], [19.61, 19.70, 16.65], [22.50, 15.01, 17.38], [15.78, 23.42, 17.93]],
  "lowdin_charge": [0.027, -0.196, 0.115, -0.024, -0.148, -0.170, -0.185, 0.129, -0.037, 0.026, -0.008, 0.118, 0.017, -0.048, 0.082, 0.010, 0.050, -0.114, 0.038, -0.213, -0.201, -0.142, 0.186, -0.165, 0.031, 0.225, 0.043, -0.026, -0.211, -0.128, -0.013, -0.193, -0.771, -0.441, -0.198, -0.110, -0.143, -0.312, -0.664, -0.219, -0.081, -0.178, -0.125, -0.688, -0.084, -0.187, -0.182, -0.127, -0.154, -0.225, -0.125, -0.094, -0.090, -0.245, -0.084, -0.058, -0.236, -0.732, -0.079, -0.055, -0.130, -0.098, -0.238, -0.159, -0.043, -0.121, -0.100, -0.130, -0.053, -0.142, -0.110, -0.073, -0.247, -0.085, -0.102, -0.089, -0.091, -0.699, -0.052, -0.137, -0.152, -0.106, -0.035, -0.328, -0.077, -0.073, -0.147, -0.031, -0.302, -0.166, -0.152, -0.225, 0.092, 0.067, 0.113, 0.090, 0.101, 0.083, 0.116, 0.171, 0.127, 0.149, 0.114, 0.066, 0.175, 0.118, 0.088, 0.109, 0.111, 0.125, 0.109, 0.121, 0.118, 0.114, 0.149, 0.144, 0.104, 0.090, 0.036, 0.086, 0.185, 0.092, 0.050, 0.076, 0.137, 0.186, 0.108, 0.118, 0.045, 0.140, 0.110, 0.100, 0.095, 0.095, 0.050, 0.100, 0.163, 0.135, 0.110, 0.077, 0.086, 0.116, 0.063, 0.081, 0.086, 0.119, 0.103, 0.096, 0.087, 0.055, -0.001, 0.124, 0.062, 0.102, 0.094, 0.085, 0.122, 0.113, 0.073, 0.120, 0.147, 0.075, 0.102, 0.113, 0.124, 0.114, 0.099, 0.083, 0.123, 0.055, 0.095, 0.073, 0.433, 0.123, 0.103, 0.147, 0.145, 0.139, 0.146, 0.085, 0.157, 0.074, 0.074, 0.072, 0.117, 0.130, 0.140, 0.089, 0.084, 0.083, 0.056, 0.111, 0.119, 0.059, 0.114, 0.099, 0.117, 0.071, 0.112, 0.069, 0.076, 0.097, 0.111, 0.120, 0.038, 0.056, 0.088, 0.074, 0.143, 0.113, 0.098, 0.129, 0.094, 0.058, 0.139, 0.076, 0.122, 0.045, 0.089, 0.113, 0.071, 0.093, 0.154, 0.096, 0.169, 0.087, 0.123, 0.052, 0.116, 0.103, 0.118, 0.049, 0.065, 0.075, 0.131, 0.070, 0.142, 0.134, 0.114, 0.061, 0.079]
}